Record 1
The molecule C4H4N2O at a distorted geometry, computed with ωB97M-V/def2-TZVPD.

Output
Maximum force ... 12.67 eV/Å
Orbital gap ... 8.069 eV
E_LUMO ... -0.43 eV
Molar mass ... 96.09 g/mol

Atoms and positions in Å:
O 1.53843 0.31485 1.23534
H 1.26940 -0.38952 -0.66689
C -0.29688 -1.40907 0.13282
C 0.69097 -0.46342 0.32733
N -1.19661 0.26396 -0.98804
C -0.17870 1.14690 -0.62686
N -1.29986 -0.79794 -0.48508
H -0.36513 -2.37640 0.24392
C 0.25693 0.89364 0.79544
H -0.52064 0.96078 1.45638
H 0.10209 1.85621 -1.42439

Record 2
A cluster of 2 separate species, C2H6O3P in total at a distorted geometry, computed with ωB97M-V/def2-TZVPD.

Output
Maximum force ... 4.79 eV/Å
Orbital gap (spin up / spin down) ... 7.521 / 7.522 eV
E_LUMO (spin up / spin down) ... 4.05 / 4.05 eV
Molar mass ... 109.04 g/mol
Charge ... -1

Atoms and positions in Å:
O -2.24552 0.99028 0.31619
C 0.22933 0.43622 -0.17070
H 1.73342 -1.05311 0.24597
P -1.42287 -0.28558 0.31164
H 0.91973 -1.07482 -1.38393
H -0.92960 1.64842 -0.27986
O 0.06963 1.66790 -0.61405
H -1.11323 -0.81413 1.53037
C 1.37076 -0.51167 -0.53345
H 2.21518 -0.03742 -0.80856
H 1.05418 0.46699 1.88955
O -1.88099 -1.43308 -0.50317

Record 3
A structure of composition C36H44F4HfN8O3PS, computed with ωB97M-V/def2-TZVPD.

Output
Maximum force ... 0.25 eV/Å
Orbital gap ... 7.642 eV
E_LUMO ... -2.02 eV
Molar mass ... 954.32 g/mol
Charge ... +1

Atoms and positions in Å:
H 0.46935 5.05785 1.16461
P 1.65615 -2.12450 -0.29102
F -3.61481 -0.86498 -4.15163
H -1.66533 5.09014 4.25375
C 0.97717 -4.48909 -4.11955
C 0.12480 -3.42897 -2.13907
H -3.80054 2.97580 -1.16061
H 0.80422 -5.06528 -5.01960
C -0.63513 4.77332 4.42214
C 3.30645 -1.44087 -0.24009
N -2.15135 -0.88510 0.53653
C 0.04494 4.27317 3.14179
N 0.02570 2.23090 1.61160
H -0.83709 4.12344 0.01453
Hf -0.53894 0.60053 0.50063
C -2.68618 3.12636 1.13002
C -3.20559 2.07844 -0.95397
H 5.07659 1.13796 -1.53547
H -3.68879 1.26119 -2.86177
H 4.10873 -2.95122 1.07042
N -4.17890 -1.62049 1.46231
F -2.51650 -1.98634 -6.29528
C -3.03577 -1.05159 1.55070
H -0.20431 2.24815 -2.30862
N -1.11708 -0.21654 2.63879
H 1.18838 -5.03850 -0.06845
H 0.58296 3.74932 -1.88890
O -3.06029 -2.70593 -0.60516
H -2.72603 4.19341 0.90086
N -2.29508 -1.58068 -0.67654
C 2.49316 -3.35152 -2.64156
H -3.83943 1.36850 -0.42309
C 4.86216 0.24252 -0.96794
H 1.44112 -3.10021 4.47899
H 0.87655 -6.47845 1.90854
C 3.58532 -0.28949 -0.97780
H 2.80685 0.18977 -1.55566
H -1.82429 4.03230 -1.43501
C 1.24161 -4.61044 0.92428
H -1.13714 5.52383 1.78553
H -3.80403 -2.51034 0.03318
C 1.55028 -2.70440 2.37729
H 2.09086 3.80820 2.54449
O -3.03650 -0.68113 -1.57521
H 3.09123 -4.33536 -4.44894
C 0.44185 -0.89086 -4.59151
C 1.42426 -3.02504 -1.81340
O 0.58024 -1.05553 -0.17001
N -2.51043 -0.50233 2.74375
H -0.63640 4.00270 5.19749
H -0.70658 -3.15887 -1.49958
C 1.37236 -3.51819 3.48280
H 1.76256 -1.64613 2.50450
H 0.72891 2.42702 -0.78809
H 6.86148 0.05191 -0.21792
H 6.37539 -1.99431 1.07899
H -4.66553 -1.70623 2.34752
H -3.72236 2.79152 1.18607
C 1.06408 -5.42129 2.03895
H 0.31743 6.28136 2.41522
F 1.77081 -0.86661 -4.72166
H 1.95185 5.02339 3.81909
C -1.19531 3.45051 -0.75178
H -0.84781 0.46325 3.34513
C 1.48041 -3.25199 1.09156
H -2.59457 3.57072 3.18867
C 0.02102 2.90859 -1.47841
C -2.09313 2.86991 2.51932
S 1.45992 1.24185 1.77976
C 5.86520 -0.36994 -0.22655
N -2.06931 2.43790 -0.06600
C -0.09280 -4.16286 -3.29190
H -0.09422 5.63477 4.81568
H 3.49724 -3.03087 -2.39228
C 2.26394 -4.08338 -3.79921
H -2.16099 2.13774 -2.85706
C -0.12017 -0.33665 -3.45709
N -2.04469 0.22410 -2.03630
C 5.59415 -1.51724 0.50291
C -1.49067 -0.32617 -3.25052
H -1.09642 -4.48047 -3.54381
H 0.99046 -5.51291 4.17655
H -2.74421 -1.04754 3.56417
F 0.70359 0.21278 -2.55102
H -2.45280 1.88674 2.82857
C -2.28868 -0.88337 -4.24884
H -0.39406 2.29307 3.66154
C -0.56905 2.89976 2.74931
C 1.12631 -4.87732 3.31150
C -1.71547 -1.45281 -5.37386
C -0.09523 5.33659 2.05588
H 1.69869 3.31443 4.19200
H -0.55104 -1.05614 2.76812
C 1.53552 4.08873 3.43856
C -2.79323 1.47200 -2.27259
C -0.34868 -1.46312 -5.56250
C 4.31557 -2.05590 0.49854
H 0.08514 -1.90089 -6.45028

Record 4
The ion C4H9FN3 with charge -1 at a distorted geometry, computed with ωB97M-V/def2-TZVPD.

Output
Maximum force ... 3.47 eV/Å
Orbital gap ... 6.153 eV
E_LUMO ... 4.15 eV
Molar mass ... 118.13 g/mol
Charge ... -1

Atoms and positions in Å:
C -0.02864 -0.95983 0.34201
H 1.68741 -0.30234 1.09321
N 0.89763 1.22987 2.16599
C -0.06982 1.35772 1.40834
H -0.04577 -1.67707 -1.55314
C -0.44973 0.51679 0.17041
H 1.00115 1.04407 -1.29890
N -0.52259 -1.87700 -0.67689
H -0.60343 0.56658 -2.00764
C -0.09041 1.09134 -1.18463
H -0.39698 2.14814 -1.21630
H -0.49896 -1.28060 1.29447
H 1.70098 -1.94112 0.72115
N 1.41582 -1.02400 0.38977
F -1.96211 0.46477 0.17316
H -1.52342 -1.73105 -0.81421
H -0.51113 2.37372 0.99320

Record 5
A cluster of 2 separate species, C3H4N4 in total at a distorted geometry, computed with ωB97M-V/def2-TZVPD.

Output
Maximum force ... 4.80 eV/Å
Orbital gap (spin up / spin down) ... 8.078 / 8.901 eV
E_LUMO (spin up / spin down) ... -1.00 / -1.25 eV
Molar mass ... 96.09 g/mol

Atoms and positions in Å:
H 1.59494 0.56580 -1.38113
N 0.43406 -0.89689 2.55415
N -1.43562 0.91363 0.13456
N -0.45541 -2.00775 -1.55029
H -1.99062 0.39744 0.78222
C 0.41109 -0.58410 1.44472
H -1.80776 0.86639 -0.76885
N 1.41773 0.66508 -0.35846
C 0.08018 -1.29815 -0.83279
H 1.24468 1.58947 -0.05139
C 0.50672 -0.21093 0.02726

Record 6
A cluster of 9 separate species, C9H36BN14O11S in total at a distorted geometry, computed with ωB97M-V/def2-TZVPD.

Output
Maximum force ... 1.56 eV/Å
Orbital gap ... 9.299 eV
E_LUMO ... 2.05 eV
Molar mass ... 559.35 g/mol
Charge ... -1

Atoms and positions in Å:
C 15.11917 9.53984 20.49575
H 13.58513 3.32695 20.93447
H 13.11747 5.35118 22.37846
H 15.99645 4.36541 19.99323
H 13.73952 7.02451 26.51039
H 14.76980 1.85873 23.90958
O 14.91017 9.18049 26.33759
C 11.43319 2.90391 20.45530
B 15.42300 5.59622 22.42974
C 17.06361 1.12897 19.76880
O 13.12297 1.33985 21.03273
O 10.82197 1.82556 21.16465
H 16.57287 -0.79599 20.12604
N 15.67549 10.76668 20.23866
N 14.19193 5.95636 19.59640
N 18.52747 6.64135 23.01087
H 20.43986 4.66213 24.65408
H 16.62179 10.90154 20.54463
C 12.94723 2.60897 20.41794
N 15.75464 4.39862 19.01966
N 10.44157 6.13700 23.90754
O 11.51665 -0.19412 19.89926
H 15.64899 7.67620 23.63943
H 11.19421 3.83179 20.96902
O 14.62282 5.52019 17.39277
H 16.30605 3.89295 18.34939
C 15.88443 2.78721 25.30828
H 18.85728 4.36206 23.95988
H 14.73487 4.64228 22.32084
H 14.78594 6.54951 22.14898
H 15.65522 7.69522 21.25317
H 13.65257 6.77539 19.36675
N 14.23651 7.13302 25.64800
N 16.29986 1.50408 20.84598
N 17.23261 -0.22345 19.63307
N 15.59066 8.42999 24.30847
O 20.46061 7.07695 24.12455
N 15.11050 2.76206 24.18472
H 13.32620 2.64879 19.39420
O 11.52342 7.19651 22.20321
N 16.20228 4.04412 25.74736
H 18.49188 7.59879 22.71801
H 14.81071 3.57650 23.66669
H 14.40764 6.33438 25.06020
N 16.00285 8.55986 20.85145
O 13.91708 9.32415 20.50705
H 9.85678 6.93891 24.04598
S 11.76126 0.50249 21.12243
O 17.56699 1.97266 19.04206
H 12.01336 4.24592 23.20434
H 16.68158 4.07733 26.62939
H 15.85816 5.80018 23.51131
H 16.99281 8.69080 20.74924
N 12.21472 5.13720 22.78911
H 15.91877 9.33078 24.01990
C 14.92336 8.29976 25.47752
H 11.01828 2.99830 19.45163
N 19.62711 4.97395 24.16043
H 16.04086 2.47232 20.80726
C 11.38583 6.22330 22.92374
H 15.05697 11.55631 20.24318
H 17.91184 5.96739 22.58983
O 16.21664 1.74246 25.85688
H 16.36243 5.47899 21.71112
H 16.31708 4.80114 25.09230
H 17.78084 -0.60306 18.88697
O 11.71716 -0.19192 22.35786
H 10.47343 5.37974 24.56186
H 14.59604 5.88805 20.52745
C 19.59949 6.27892 23.76403
H 15.81046 0.84029 21.41524
C 14.81547 5.28008 18.58115

Record 7
A cluster of 10 separate species, H20O10 in total, computed with ωB97M-V/def2-TZVPD.

Output
Maximum force ... 0.46 eV/Å
Orbital gap ... 10.211 eV
E_LUMO ... -0.28 eV
Molar mass ... 180.15 g/mol

Atoms and positions in Å:
O 0.09009 1.78129 2.80784
H -1.85564 0.07537 3.67309
H -1.03353 -0.51961 2.54924
O 4.18742 -0.06060 0.03185
H -0.76460 2.12873 3.07998
H 3.34411 2.20620 2.39386
H -0.17201 -0.45825 -0.36517
H 0.45901 -2.55558 -0.08483
H -2.30894 1.11283 -1.95102
O 2.78725 1.73530 1.76695
H 0.03558 1.74318 1.84247
H 1.99885 1.47881 2.26114
O -2.28186 1.70503 -1.19417
H 4.89502 -0.19073 0.66859
H 0.48857 -0.15272 -2.84066
H -1.46584 1.48517 -0.73730
H -2.69620 -1.44683 0.85580
H 1.91555 0.10463 -2.33337
O -1.88756 -0.64762 -3.20692
O 1.21226 0.48275 -2.87155
H -1.73119 -1.50011 -3.62648
H 0.99164 0.28776 0.30333
O -3.24964 -1.99362 0.28665
O 0.07429 0.39902 0.02972
H -2.65385 -2.33825 -0.38524
H 0.23211 -2.57032 -1.59467
H -2.06771 -0.05232 -3.94477
O -0.19676 -2.34315 -0.76103
O -1.93439 -0.46977 2.88629
H 3.58796 0.57341 0.46035

Record 8
A cluster of 2 separate species, H2 in total at a distorted geometry, computed with ωB97M-V/def2-TZVPD.

Output
Maximum force ... 4.23 eV/Å
Orbital gap ... 10.506 eV
E_LUMO ... -0.77 eV
Molar mass ... 2.02 g/mol

Atoms and positions in Å:
H 0.03576 -0.16760 -0.76549
H -0.03576 0.16760 0.76549